[1]
Below is an isolated molecule of C9H13N3O8 in a non-equilibrium geometry, with properties calculated with ωB97M-V/def2-TZVPD.

Bonds (Å) are listed after each position.
Positions of all 33 atoms, in Å:
1 O -1.33929 -0.73393 -0.28771  C2 1.201
2 C -0.24105 -0.44974 0.10589  O1 1.201, C3 1.538, O15 1.361
3 C 0.83980 -0.14559 -0.94574  C2 1.538, C4 1.593, H21 1.099, H22 1.116
4 C 0.27911 -0.18129 -2.43689  C3 1.593, C5 1.569, H23 1.121, H24 1.068
5 C 1.35433 -0.09049 -3.57647  C4 1.569, N6 1.524, N9 1.508, N12 1.487
6 N 2.31025 1.06495 -3.30540  C5 1.524, O7 1.217, O8 1.225
7 O 1.85952 2.19465 -3.27996  N6 1.217
8 O 3.49068 0.81030 -3.10207  N6 1.225
9 N 2.07416 -1.39886 -3.78799  C5 1.508, O10 1.251, O11 1.227
10 O 2.83966 -1.50569 -4.77197  N9 1.251
11 O 1.87365 -2.32057 -3.00286  N9 1.227
12 N 0.60322 0.19809 -4.82639  C5 1.487, O13 1.231, O14 1.243
13 O -0.50889 -0.30692 -4.98312  N12 1.231
14 O 1.11648 0.92116 -5.69697  N12 1.243
15 O 0.14109 -0.41338 1.41162  C2 1.361, C16 1.426
16 C -0.94434 -0.51779 2.33008  O15 1.426, C17 1.515, C20 1.511, H25 1.112
17 C -0.33372 -0.66487 3.70857  C16 1.515, C18 1.536, H26 1.085, H27 1.106
18 C -1.08107 0.29838 4.64297  C17 1.536, C19 1.519, H28 1.062, H29 1.110
19 C -2.20773 0.88978 3.81408  C18 1.519, C20 1.512, H30 1.094, H31 1.118
20 C -1.76068 0.75230 2.37640  C16 1.511, C19 1.512, H32 1.142, H33 1.074
21 H 1.68407 -0.82716 -0.77368  C3 1.099
22 H 1.22460 0.88676 -0.76508  C3 1.116
23 H -0.29599 -1.14184 -2.50237  C4 1.121
24 H -0.40312 0.63148 -2.55586  C4 1.068
25 H -1.58289 -1.40224 2.11681  C16 1.112
26 H 0.71027 -0.36798 3.70969  C17 1.085
27 H -0.37587 -1.73342 3.99060  C17 1.106
28 H -0.48581 1.10122 5.00253  C18 1.062
29 H -1.51713 -0.22889 5.51761  C18 1.110
30 H -3.13583 0.32252 3.92926  C19 1.094
31 H -2.49507 1.94187 4.05981  C19 1.118
32 H -1.07046 1.63282 2.14850  C20 1.142
33 H -2.62191 0.78436 1.73609  C20 1.074

Results
HOMO energy in hartree: -0.40289
Energy relative to the best compared isomer or geometry (same formula, charge and spin) in eV: 0.235
2S+1: 1
Frontier orbital gap in eV: 9.19

[2]
Below is a cluster of 14 separate species, C5H40N2O13 in total in a non-equilibrium geometry, with properties calculated with ωB97M-V/def2-TZVPD.

Bonds (Å) are listed after each position.
Positions of all 60 atoms, in Å:
1 N -4.23837 -0.82563 -1.34167  C2 1.422, H8 1.009, H9 1.009
2 C -4.54554 -1.77306 -0.32651  N1 1.422, C3 1.584, H10 1.095, H11 1.090
3 C -3.43194 -1.93062 0.78835  C2 1.584, N4 1.397, H12 1.097, H13 1.089
4 N -2.32831 -2.71313 0.44194  C3 1.397, C5 1.461, H14 1.008
5 C -1.09858 -2.07027 -0.01603  N4 1.461, C6 1.527, H15 1.102, H16 1.099
6 C -0.22551 -2.99323 -0.86369  C5 1.527, C7 1.511, H17 1.095, H18 1.093
7 C 1.25728 -3.03546 -0.57528  C6 1.511, H19 1.093, H20 1.098, H21 1.096
8 H -4.94158 -0.12891 -1.53471  N1 1.009
9 H -3.27435 -0.52760 -1.32588  N1 1.009
10 H -4.67532 -2.77569 -0.74714  C2 1.095
11 H -5.51912 -1.60748 0.13451  C2 1.090
12 H -3.96478 -2.39671 1.62694  C3 1.097
13 H -3.19686 -0.91124 1.09047  C3 1.089
14 H -2.45004 -3.51334 -0.15846  N4 1.008
15 H -1.45508 -1.16529 -0.53332  C5 1.102
16 H -0.51640 -1.55241 0.75895  C5 1.099
17 H -0.61644 -4.01548 -0.88169  C6 1.095
18 H -0.29881 -2.62793 -1.89128  C6 1.093
19 H 1.66257 -2.03487 -0.40225  C7 1.093
20 H 1.67634 -3.71871 0.17484  C7 1.098
21 H 1.89897 -3.41004 -1.38052  C7 1.096
22 H 0.07171 4.45712 -0.21210  O24 0.970
23 H 1.39108 5.17681 -0.50312  O24 0.964
24 O 0.91061 4.72151 0.19788  H22 0.970, H23 0.964
25 H 2.29771 1.37372 0.59810  O27 0.980
26 H 2.05727 -0.15462 0.94173  O27 0.986
27 O 2.27344 0.47339 0.21281  H25 0.980, H26 0.986
28 H 1.95093 -1.20049 2.96671  O30 0.963
29 H 0.61874 -0.33282 2.68761  O30 0.956
30 O 1.35641 -0.81396 2.31485  H28 0.963, H29 0.956
31 H 0.46757 2.64292 1.50640  O33 0.962
32 H 1.90972 3.22837 1.70195  O33 0.973
33 O 1.35928 2.43167 1.79856  H31 0.962, H32 0.973
34 H -2.15574 4.44856 -1.36956  O36 0.964
35 H -1.74103 3.09068 -0.64456  O36 0.962
36 O -1.43022 3.85900 -1.13284  H34 0.964, H35 0.962
37 H -1.35553 1.01446 -0.25652  O39 0.990
38 H -1.90572 0.89822 1.11710  O39 0.966
39 O -1.64066 1.59016 0.49667  H37 0.990, H38 0.966
40 H 4.32756 2.83593 2.18594  O42 0.967
41 H 3.11788 2.10713 2.57257  O42 0.974
42 O 3.70372 2.80065 2.92412  H40 0.967, H41 0.974
43 H 0.74669 1.08806 -1.15630  O45 0.960
44 H 0.36632 -0.41345 -0.81199  O45 0.958
45 O 0.07817 0.40191 -1.22393  H43 0.960, H44 0.958
46 H 0.91803 -2.40391 -4.90722  O48 0.963
47 H 1.29877 -2.17248 -3.43450  O48 0.976
48 O 0.90089 -2.82575 -4.04135  H46 0.963, H47 0.976
49 H 1.79907 -0.16554 -2.18459  O51 0.960
50 H 2.90931 -0.35216 -3.33166  O51 0.958
51 O 2.13259 -0.71116 -2.90004  H49 0.960, H50 0.958
52 H -1.97432 3.72004 1.68954  O54 0.962
53 H -1.16476 5.03542 1.62287  O54 0.962
54 O -2.01519 4.66335 1.87612  H52 0.962, H53 0.962
55 H 3.65134 2.06554 -1.45117  O57 0.955
56 H 4.80984 1.67607 -0.41287  O57 0.955
57 O 4.58504 2.07134 -1.25285  H55 0.955, H56 0.955
58 H 0.49467 -3.56799 3.16233  O60 0.972
59 H 1.70034 -3.41342 2.35148  O60 0.966
60 O 1.46035 -3.61718 3.26426  H58 0.972, H59 0.966

Results
⟨S²⟩: 0.7563
HOMO energy (alpha / beta) in hartree: -0.48879 / -0.48863
Energy relative to the best compared isomer or geometry (same formula, charge and spin) in eV: 0.054
2S+1: 2
Frontier orbital gap (alpha / beta) in eV: 10.08 / 5.38
Charge: +1

[3]
Below is a cluster of 2 separate species, C4H7NO in total, with properties calculated with ωB97M-V/def2-TZVPD.

Bonds (Å) are listed after each position.
Positions of all 13 atoms, in Å:
1 C 2.05840 1.41961 -0.11501  C2 1.508, H5 1.095, H6 1.093, H7 1.096
2 C 0.80798 0.58146 -0.02743  C1 1.508, C3 1.315, H8 1.083
3 C 0.66290 -0.41167 0.82170  C2 1.315, O4 1.170
4 O 0.54890 -1.27529 1.60244  C3 1.170
5 H 2.37778 1.51629 -1.15769  C1 1.095
6 H 2.88286 0.96487 0.44084  C1 1.093
7 H 1.89893 2.42799 0.28378  C1 1.096
8 H -0.03311 0.76053 -0.68645  C2 1.083
9 C -2.34031 -1.26243 0.14199  N10 1.268, H11 1.093, H12 1.098
10 N -1.62990 -1.45735 -0.89066  C9 1.268, H13 1.023
11 H -2.10024 -1.82473 1.04744  C9 1.093
12 H -3.18220 -0.56052 0.20916  C9 1.098
13 H -1.95199 -0.87875 -1.67011  N10 1.023

Results
HOMO energy in hartree: -0.31710
Energy relative to the best compared isomer or geometry (same formula, charge and spin) in eV: 2.519
2S+1: 1
Frontier orbital gap in eV: 9.48

[4]
Below is an isolated molecule of C7H12N2O5 in a non-equilibrium geometry, with properties calculated with ωB97M-V/def2-TZVPD.

Bonds (Å) are listed after each position.
Positions of all 26 atoms, in Å:
1 N 0.13573 2.83407 -1.32980  C2 1.448, H15 0.996, H16 1.043
2 C 0.00898 1.40143 -1.16563  N1 1.448, C3 1.563, C8 1.523, H17 1.083
3 C 1.34795 0.75681 -1.65080  C2 1.563, C4 1.525, H18 1.060, H19 1.078
4 C 1.19577 -0.75151 -1.82081  C3 1.525, C5 1.502, H20 1.178, H21 1.126
5 C 1.07927 -1.59754 -0.58568  C4 1.502, O6 1.201, O7 1.422
6 O 1.79999 -1.60932 0.37505  C5 1.201
7 O 0.07545 -2.59169 -0.74687  C5 1.422, H22 1.004
8 C -0.23435 1.22386 0.32779  C2 1.523, O9 1.293, N10 1.378
9 O 0.56385 1.83319 1.14214  C8 1.293
10 N -1.21080 0.30548 0.64604  C8 1.378, C11 1.469, H23 0.918
11 C -1.66766 0.01444 2.01178  N10 1.469, C12 1.625, H24 1.142, H25 1.137
12 C -1.09577 -1.30854 2.76329  C11 1.625, O13 1.206, O14 1.388
13 O -1.51800 -1.61755 3.84937  C12 1.206
14 O -0.33111 -2.12536 1.94277  C12 1.388, H26 1.026
15 H -0.65972 3.21730 -0.86936  N1 0.996
16 H 0.97822 2.97963 -0.73240  N1 1.043
17 H -0.84196 0.95932 -1.66985  C2 1.083
18 H 2.19337 0.85046 -1.01838  C3 1.060
19 H 1.69425 1.08630 -2.61740  C3 1.078
20 H 2.04855 -1.33423 -2.38803  C4 1.178
21 H 0.33354 -0.95994 -2.51357  C4 1.126
22 H -0.28786 -2.78900 0.16801  O7 1.004
23 H -1.62492 0.05244 -0.13304  N10 0.918
24 H -2.79274 -0.16420 2.08911  C11 1.142
25 H -1.34387 0.87784 2.67624  C11 1.137
26 H 0.15386 -1.54367 1.25003  O14 1.026

Results
HOMO energy in hartree: -0.37114
Energy relative to the best compared isomer or geometry (same formula, charge and spin) in eV: 2.147
2S+1: 1
Frontier orbital gap in eV: 10.42